[1]
Molecular formula: C22H25CaINO
Method: DFT, wB97M-V/def2-TZVPD

Results
* total charge: -1
* ΔE to the lowest compared entry with this formula, charge and spin: 0.0 kJ/mol
* LUMO energy: 2.3946 eV
* spin multiplicity: 1
* orbital gap: 6.4 eV

Cartesian coordinates (Å):
C  2.31  0.11  3.12
C  2.30  -0.62  1.90
C  1.93  0.27  0.86
H  2.61  -1.65  1.77
C  1.74  1.56  1.43
C  2.00  1.46  2.83
H  1.47  2.48  0.90
C  -1.41  -1.68  3.54
C  -0.24  -2.33  3.02
C  -0.34  -2.33  1.60
H  0.54  -2.79  3.62
C  -1.52  -1.64  1.22
C  -2.18  -1.25  2.42
H  1.95  0.03  -0.21
H  1.89  2.27  3.55
H  2.56  -0.31  4.10
H  -3.09  -0.65  2.47
H  0.34  -2.83  0.92
H  -1.64  -1.53  4.59
Ca  -0.31  0.45  2.60
C  -2.02  -1.38  -0.18
C  -3.53  -1.62  -0.18
C  -1.30  -2.30  -1.18
H  -3.73  -2.63  0.16
H  -3.91  -1.48  -1.19
H  -4.03  -0.92  0.48
H  -1.47  -3.34  -0.92
H  -0.22  -2.12  -1.20
H  -1.70  -2.10  -2.17
C  -1.67  0.10  -0.51
C  -2.19  0.62  -1.86
H  -0.57  0.21  -0.52
H  -2.06  0.80  0.26
O  -3.10  0.11  -2.49
N  -1.57  1.74  -2.34
C  -0.41  2.44  -1.80
H  -1.97  2.10  -3.20
C  0.90  1.85  -2.26
C  2.08  2.48  -1.87
H  2.01  3.37  -1.26
C  3.32  1.98  -2.27
H  4.23  2.48  -1.95
C  3.38  0.83  -3.07
H  4.35  0.44  -3.39
C  2.20  0.20  -3.46
H  2.23  -0.69  -4.09
C  0.97  0.71  -3.06
H  0.04  0.22  -3.39
H  -0.48  2.44  -0.70
H  -0.48  3.50  -2.09
I  -0.21  0.95  5.45

---

[2]
Molecular formula: C4H6FN
Method: DFT, wB97M-V/def2-TZVPD

Results
* SMILES: N#CCCCF
* ΔE to the lowest compared entry with this formula, charge and spin: 235.7 kJ/mol
* LUMO energy: 0.3986 eV
* spin multiplicity: 1
* orbital gap: 11.5 eV

Cartesian coordinates (Å):
N  2.76  -0.69  0.18
C  1.56  -0.22  0.07
C  0.62  0.73  -0.56
C  -0.60  1.02  0.24
C  -1.39  -0.26  0.68
F  -1.95  -0.81  -0.58
H  1.32  1.56  -0.75
H  0.38  0.36  -1.45
H  -1.37  1.77  -0.25
H  -0.42  1.84  1.13
H  -2.14  -0.13  1.55
H  -0.69  -0.90  1.07

---

[3]
Molecular formula: C26H66Br2NO7
Method: DFT, wB97M-V/def2-TZVPD

Results
* total charge: -1
* LUMO energy: 2.0230 eV
* spin multiplicity: 1
* orbital gap: 5.0 eV

Cartesian coordinates (Å):
C  3.03  2.03  2.13
C  1.68  1.10  1.85
C  0.62  2.10  1.06
Br  -0.17  1.03  -0.44
C  -0.45  2.62  2.19
Br  -0.09  4.62  2.34
C  -2.01  2.53  1.68
N  -2.60  1.14  1.96
H  3.47  2.26  1.05
H  3.77  1.42  2.81
H  2.69  3.02  2.67
H  1.98  0.21  1.14
H  1.27  0.73  2.89
H  1.19  3.02  0.62
H  -2.62  3.27  2.39
H  -2.19  2.91  0.59
H  -2.63  0.57  1.09
H  -2.01  0.68  2.70
C  -2.81  8.63  1.93
C  -2.68  8.68  3.44
C  -1.45  9.47  3.86
O  -2.58  7.35  3.95
H  -1.95  8.13  1.47
H  -3.70  8.04  1.64
H  -2.91  9.63  1.51
H  -3.57  9.13  3.88
H  -0.53  9.01  3.47
H  -1.35  9.49  4.95
H  -1.50  10.50  3.49
H  -1.78  6.94  3.57
C  3.20  -0.55  -3.31
C  3.86  -1.47  -2.30
C  3.04  -2.73  -2.07
O  4.01  -0.77  -1.06
H  2.21  -0.23  -2.97
H  3.79  0.35  -3.46
H  3.08  -1.06  -4.28
H  4.86  -1.74  -2.65
H  2.04  -2.48  -1.68
H  3.52  -3.37  -1.33
H  2.92  -3.30  -3.00
H  3.12  -0.53  -0.75
C  -0.83  -4.81  -0.41
C  0.47  -4.33  0.20
C  0.53  -4.64  1.69
O  0.59  -2.92  0.01
H  -1.69  -4.31  0.05
H  -0.87  -4.57  -1.48
H  -0.95  -5.89  -0.29
H  1.32  -4.80  -0.31
H  -0.28  -4.13  2.23
H  1.47  -4.27  2.12
H  0.45  -5.71  1.87
H  -0.15  -2.49  0.46
C  0.75  10.90  7.98
C  1.14  9.88  6.91
C  2.64  9.64  6.89
O  0.72  10.36  5.63
H  1.23  11.87  7.78
H  -0.33  11.07  7.97
H  1.04  10.55  8.97
H  0.61  8.94  7.10
H  3.18  10.56  6.66
H  2.90  8.92  6.11
H  2.99  9.26  7.86
H  1.18  11.20  5.46
C  -0.33  -4.69  -6.34
C  -0.87  -5.47  -5.16
C  -2.38  -5.64  -5.25
O  -0.55  -4.79  -3.95
H  -0.75  -3.68  -6.38
H  0.76  -4.57  -6.26
H  -0.55  -5.20  -7.29
H  -0.40  -6.46  -5.12
H  -2.88  -4.66  -5.25
H  -2.77  -6.19  -4.39
H  -2.67  -6.17  -6.17
H  -0.97  -3.91  -3.98
C  5.61  -7.94  -0.96
C  4.12  -7.64  -1.02
C  3.79  -6.68  -2.16
O  3.70  -7.07  0.21
H  6.18  -7.02  -0.78
H  5.83  -8.62  -0.13
H  5.96  -8.39  -1.89
H  3.56  -8.58  -1.16
H  4.30  -5.72  -2.02
H  2.72  -6.47  -2.18
H  4.09  -7.10  -3.12
H  4.19  -6.24  0.34
C  -6.94  -4.79  -4.29
C  -5.79  -3.83  -4.00
C  -6.30  -2.43  -3.70
O  -4.92  -3.79  -5.12
H  -7.51  -4.46  -5.16
H  -6.56  -5.79  -4.51
H  -7.62  -4.86  -3.43
H  -5.21  -4.20  -3.15
H  -6.85  -2.02  -4.56
H  -5.47  -1.75  -3.51
H  -6.97  -2.43  -2.83
H  -5.43  -3.46  -5.88

---

[4]
Molecular formula: ClMnNa3
Method: DFT, wB97M-V/def2-TZVPD

Results
* total charge: +4
* ΔE to the lowest compared entry with this formula, charge and spin: 104.2 kJ/mol
* LUMO energy (alpha / beta): -19.9645 / -19.9850 eV
* spin multiplicity: 6
* orbital gap (alpha / beta): 8.3 / 8.3 eV

Cartesian coordinates (Å):
Na  0.25  -2.55  -1.10
Na  1.45  1.98  1.93
Na  -0.86  0.41  -2.65
Mn  -1.34  -0.05  2.02
Cl  0.50  0.21  -0.21

---

[5]
Molecular formula: C2H4S3
Method: DFT, wB97M-V/def2-TZVPD

Results
* SMILES: S=C1CS1.S
* ΔE to the lowest compared entry with this formula, charge and spin: 160.4 kJ/mol
* LUMO energy: -0.2866 eV
* spin multiplicity: 1
* orbital gap: 8.5 eV

Cartesian coordinates (Å):
S  0.61  1.67  1.41
C  1.18  0.51  0.51
C  2.22  -0.53  0.23
S  0.83  -0.39  -0.97
H  3.30  -0.18  -0.15
H  2.15  -1.33  0.90
S  -2.86  -0.22  -0.94
H  -3.19  0.64  0.11
H  -4.24  -0.18  -1.09

---

[6]
Molecular formula: C11H12FN
Method: DFT, wB97M-V/def2-TZVPD

Results
* SMILES: C#CN(C)[C@H](F)Cc1ccccc1
* ΔE to the lowest compared entry with this formula, charge and spin: 219.8 kJ/mol
* LUMO energy: 0.9693 eV
* spin multiplicity: 1
* orbital gap: 9.4 eV

Cartesian coordinates (Å):
C  2.71  0.67  2.34
C  1.67  0.08  2.22
N  0.49  -0.51  2.02
C  -0.20  -1.03  3.18
C  0.52  -1.68  0.77
F  1.14  -2.78  1.27
C  1.25  -1.12  -0.43
C  0.33  -0.28  -1.28
C  -0.09  -0.73  -2.53
C  -0.95  0.03  -3.29
C  -1.40  1.25  -2.82
C  -0.98  1.72  -1.59
C  -0.12  0.95  -0.82
H  3.57  1.24  2.48
H  -1.22  -1.29  2.89
H  0.29  -1.92  3.61
H  -0.23  -0.25  3.94
H  -0.53  -1.92  0.61
H  2.10  -0.53  -0.09
H  1.63  -1.96  -1.02
H  0.26  -1.68  -2.90
H  -1.27  -0.32  -4.27
H  -2.08  1.84  -3.42
H  -1.33  2.67  -1.22
H  0.22  1.31  0.14

---

[7]
Molecular formula: C23H29ClN6O
Method: DFT, wB97M-V/def2-TZVPD

Results
* SMILES: CCCCc1ncc(CN2CCC(n3nccc3NC(=O)c3ccccc3Cl)CC2)[nH]1
* ΔE to the lowest compared entry with this formula, charge and spin: 14.6 kJ/mol
* LUMO energy: 0.3200 eV
* spin multiplicity: 1
* orbital gap: 8.4 eV

Cartesian coordinates (Å):
C  -8.86  -1.96  -0.34
C  -7.87  -1.51  -1.41
C  -6.80  -0.55  -0.88
C  -5.83  -1.21  0.10
C  -4.82  -0.23  0.59
N  -5.04  1.03  0.86
C  -3.84  1.54  1.27
C  -2.88  0.57  1.26
C  -1.44  0.56  1.62
N  -0.69  -0.18  0.61
C  0.64  -0.58  1.02
C  1.65  0.57  1.06
C  1.72  1.22  -0.32
N  2.64  2.33  -0.31
N  2.19  3.58  -0.34
C  3.24  4.37  -0.23
C  4.41  3.63  -0.12
C  3.99  2.31  -0.19
N  4.78  1.17  -0.07
C  4.73  0.05  -0.84
O  3.94  -0.12  -1.75
C  5.77  -0.98  -0.51
C  6.40  -1.60  -1.58
C  7.37  -2.56  -1.38
C  7.71  -2.94  -0.09
C  7.06  -2.36  0.99
C  6.10  -1.38  0.78
Cl  5.30  -0.73  2.18
C  0.32  1.68  -0.73
C  -0.64  0.49  -0.68
N  -3.52  -0.56  0.82
H  -9.31  -1.10  0.15
H  -9.65  -2.56  -0.79
H  -8.37  -2.57  0.42
H  -7.38  -2.38  -1.85
H  -8.42  -1.00  -2.20
H  -6.23  -0.15  -1.72
H  -7.28  0.29  -0.37
H  -6.39  -1.59  0.96
H  -5.32  -2.05  -0.37
H  -3.76  2.57  1.55
H  -1.10  1.60  1.75
H  -1.30  0.04  2.57
H  0.99  -1.33  0.31
H  0.57  -1.06  2.01
H  2.63  0.18  1.36
H  1.35  1.31  1.80
H  2.08  0.48  -1.05
H  3.12  5.44  -0.23
H  5.42  3.98  -0.02
H  5.57  1.27  0.55
H  6.12  -1.30  -2.58
H  7.86  -3.02  -2.22
H  8.46  -3.69  0.08
H  7.30  -2.66  2.00
H  -0.01  2.47  -0.06
H  0.35  2.09  -1.74
H  -0.33  -0.26  -1.42
H  -1.65  0.82  -0.93
H  -3.07  -1.44  0.67